Entry from OMol25: a cluster of 3 separate species, C4H13NO2 in total (ωB97M-V with the def2-TZVPD basis set).

Last columns: bonded neighbours and bond lengths (Å).
Atoms and positions in Å:
1 C 0.15 -0.44 3.61  C2 1.519, H6 1.119, H7 1.124, H8 1.123
2 C 0.06 -0.31 2.10  C1 1.519, C3 1.322, H9 1.132
3 C 0.72 0.65 1.48  C2 1.322, C4 1.524, H10 1.164
4 C 0.29 1.25 0.15  C3 1.524, N5 1.515, H11 1.090, H12 1.114
5 N 1.53 1.33 -0.71  C4 1.515, H13 0.994, H14 1.025
6 H 1.08 -0.06 4.10  C1 1.119
7 H 0.01 -1.45 4.10  C1 1.124
8 H -0.75 0.17 3.87  C1 1.123
9 H -0.61 -1.08 1.61  C2 1.132
10 H 1.55 1.28 2.01  C3 1.164
11 H -0.16 2.24 0.14  C4 1.090
12 H -0.45 0.53 -0.28  C4 1.114
13 H 2.30 1.68 -0.19  N5 0.994
14 H 1.21 1.96 -1.45  N5 1.025
15 O -3.22 -1.57 -2.27  H16 0.909, H17 0.945
16 H -3.13 -0.94 -1.62  O15 0.909
17 H -3.20 -1.22 -3.14  O15 0.945
18 O 0.88 -0.73 -2.99  H19 1.056, H20 0.935
19 H 1.32 0.16 -2.63  O18 1.056
20 H 1.52 -1.11 -3.55  O18 0.935

Properties
Maximum force in eV/Å: 4.00
Net charge: 0
HOMO level in Eh: -0.341